1.
DFT (the ωB97M-V functional and the def2-TZVPD basis) results for C54H138CaN10O18 as an isolated structure at a distorted geometry.

Values from the calculation:
Calculated total energy in hartree: -4718.86256
ΔE to the lowest compared entry with this formula, charge and spin in eV: 0.4675
Max |F| in eV/Å: 3.35

```
! wB97M-V def2-TZVPD RIJCOSX def2/J DEFGRID3
* xyz 0 1
Ca 17.07 -8.55 -17.98
O 19.96 -6.87 -20.12
C 20.88 -5.90 -19.65
C 20.52 -5.07 -18.35
O 19.72 -5.67 -17.36
H 21.00 -5.18 -20.45
H 21.87 -6.34 -19.51
H 20.04 -4.15 -18.68
H 21.46 -4.66 -17.98
C 27.44 -2.81 -14.37
O 27.51 -4.21 -14.54
C 26.45 -4.70 -15.34
C 26.40 -6.26 -15.42
N 27.65 -6.68 -16.03
C 27.71 -6.37 -17.52
C 29.09 -6.86 -18.00
O 30.11 -5.88 -17.76
C 31.46 -6.35 -18.04
H 27.11 -2.25 -15.25
H 28.44 -2.48 -14.09
H 26.75 -2.59 -13.56
H 26.38 -4.19 -16.29
H 25.54 -4.50 -14.77
H 25.47 -6.54 -15.92
H 26.36 -6.63 -14.39
H 28.39 -6.11 -15.65
H 27.55 -5.32 -17.74
H 26.88 -6.94 -17.94
H 29.10 -6.92 -19.09
H 29.31 -7.90 -17.78
H 31.63 -7.36 -17.65
H 32.13 -5.74 -17.43
H 31.74 -6.49 -19.08
C 24.42 -6.28 -28.25
O 24.22 -5.73 -29.52
C 24.39 -6.64 -30.58
C 24.59 -5.82 -31.87
N 24.20 -6.55 -33.09
C 24.40 -5.76 -34.32
C 25.89 -5.71 -34.79
O 26.06 -5.11 -36.08
C 27.48 -5.04 -36.51
H 25.38 -6.78 -28.09
H 23.61 -6.99 -28.10
H 24.24 -5.50 -27.51
H 23.45 -7.19 -30.66
H 25.24 -7.29 -30.40
H 25.64 -5.58 -32.03
H 23.99 -4.91 -31.84
H 23.21 -6.64 -33.25
H 24.09 -4.74 -34.10
H 23.80 -6.00 -35.19
H 26.37 -6.68 -34.78
H 26.38 -5.07 -34.05
H 28.10 -4.49 -35.81
H 27.55 -4.68 -37.54
H 27.97 -6.02 -36.56
C 20.39 -1.11 -13.23
O 19.12 -1.07 -12.63
C 18.31 -2.26 -12.52
C 18.99 -3.24 -11.50
N 18.32 -4.49 -11.78
C 18.93 -5.59 -11.04
C 18.02 -6.13 -9.93
O 18.32 -7.47 -9.57
C 17.49 -8.14 -8.63
H 20.90 -0.15 -13.07
H 20.25 -1.06 -14.31
H 20.91 -2.04 -12.98
H 18.18 -2.69 -13.51
H 17.35 -1.87 -12.18
H 18.71 -2.85 -10.53
H 20.08 -3.30 -11.49
H 18.56 -4.71 -12.74
H 19.86 -5.31 -10.55
H 19.21 -6.41 -11.71
H 17.03 -6.03 -10.37
H 18.11 -5.46 -9.08
H 17.76 -7.69 -7.68
H 17.79 -9.18 -8.56
H 16.43 -8.20 -8.90
C 15.08 -7.88 -27.59
O 16.45 -7.83 -27.91
C 17.19 -7.45 -26.77
C 17.18 -5.94 -26.32
N 16.49 -5.76 -25.00
C 16.47 -4.32 -24.66
C 15.41 -3.58 -25.46
O 15.85 -2.91 -26.62
C 14.88 -2.39 -27.49
H 14.81 -6.90 -27.19
H 14.75 -8.45 -26.71
H 14.50 -8.18 -28.46
H 18.21 -7.79 -26.98
H 16.92 -8.10 -25.94
H 16.72 -5.45 -27.17
H 18.23 -5.63 -26.35
H 17.16 -6.25 -24.43
H 17.51 -4.07 -24.90
H 16.21 -4.27 -23.61
H 15.00 -2.80 -24.82
H 14.68 -4.33 -25.76
H 15.33 -1.96 -28.38
H 14.26 -1.70 -26.92
H 14.29 -3.22 -27.87
C 4.71 1.07 -21.93
O 6.04 0.68 -22.07
C 6.83 1.76 -22.59
C 8.22 1.17 -22.79
N 8.92 1.05 -21.52
C 10.22 0.34 -21.52
C 10.50 -0.24 -20.09
O 11.84 -0.73 -19.94
C 12.79 0.18 -19.39
H 4.30 1.49 -22.85
H 4.50 1.70 -21.07
H 4.15 0.16 -21.72
H 6.89 2.59 -21.89
H 6.41 2.27 -23.46
H 8.76 1.86 -23.44
H 8.13 0.23 -23.34
H 8.29 0.67 -20.83
H 11.00 1.00 -21.89
H 10.19 -0.59 -22.08
H 9.82 -1.04 -19.80
H 10.38 0.55 -19.35
H 13.78 -0.27 -19.43
H 12.50 0.37 -18.35
H 12.86 1.14 -19.90
C 23.79 1.06 -25.28
O 23.39 2.01 -26.23
C 22.62 1.45 -27.27
C 22.47 2.49 -28.41
N 23.75 2.49 -29.15
C 23.71 3.58 -30.09
C 23.88 4.99 -29.49
O 25.06 5.07 -28.69
C 25.48 6.39 -28.33
H 22.99 0.40 -24.93
H 24.23 1.58 -24.43
H 24.65 0.51 -25.67
H 21.63 1.19 -26.90
H 23.00 0.48 -27.60
H 22.32 3.43 -27.88
H 21.63 2.29 -29.06
H 24.57 2.68 -28.59
H 22.76 3.43 -30.61
H 24.51 3.48 -30.83
H 22.99 5.12 -28.87
H 23.91 5.79 -30.23
H 24.86 6.85 -27.56
H 25.44 7.13 -29.13
H 26.53 6.40 -28.03
C 12.75 -10.17 -22.14
C 13.89 -10.28 -21.12
C 14.91 -11.34 -21.46
O 16.00 -11.47 -20.57
C 16.84 -12.58 -20.89
N 14.50 -8.97 -20.93
H 12.22 -11.11 -22.24
H 13.03 -9.82 -23.14
H 12.06 -9.48 -21.66
H 13.35 -10.64 -20.25
H 15.22 -11.22 -22.49
H 14.39 -12.30 -21.54
H 17.32 -12.40 -21.85
H 16.33 -13.54 -20.98
H 17.60 -12.69 -20.12
H 13.69 -8.37 -21.03
H 15.06 -8.74 -21.73
C 12.31 -4.47 -14.29
C 12.45 -5.87 -14.89
C 11.10 -6.29 -15.52
O 10.89 -7.68 -15.62
C 9.59 -8.00 -16.11
N 13.42 -5.68 -15.96
H 11.50 -4.57 -13.57
H 12.04 -3.75 -15.06
H 13.21 -4.14 -13.77
H 12.79 -6.60 -14.16
H 10.91 -5.85 -16.50
H 10.30 -6.02 -14.82
H 8.80 -7.38 -15.71
H 9.31 -9.04 -15.94
H 9.60 -7.93 -17.20
H 13.17 -4.92 -16.56
H 14.22 -5.27 -15.50
C 15.21 -11.91 -13.12
C 16.17 -11.12 -14.03
C 17.58 -11.81 -14.27
O 18.30 -10.90 -15.11
C 19.70 -11.02 -15.04
N 15.56 -10.95 -15.32
H 15.66 -12.19 -12.17
H 15.01 -12.88 -13.56
H 14.24 -11.44 -12.97
H 16.43 -10.22 -13.46
H 17.50 -12.76 -14.81
H 18.10 -11.90 -13.32
H 19.97 -12.08 -15.08
H 20.07 -10.70 -14.07
H 20.21 -10.48 -15.83
H 14.66 -10.53 -15.13
H 15.28 -11.89 -15.60
C 26.36 -12.59 -22.43
C 25.07 -11.98 -23.03
C 24.48 -12.62 -24.35
O 25.41 -12.65 -25.45
C 24.81 -12.68 -26.79
N 24.06 -12.03 -22.02
H 27.25 -12.38 -23.02
H 26.27 -13.64 -22.14
H 26.58 -11.98 -21.55
H 25.45 -11.00 -23.33
H 23.50 -12.23 -24.61
H 24.14 -13.64 -24.16
H 25.51 -12.28 -27.52
H 23.91 -12.07 -26.85
H 24.57 -13.72 -27.02
H 23.32 -11.43 -22.34
H 24.34 -11.47 -21.23
*
```

=====

2.
DFT (the ωB97M-V functional and the def2-TZVPD basis) results for C25H38CsN9O as an isolated structure at a distorted geometry.

Values from the calculation:
Calculated total energy in hartree: -1563.15711
ΔE to the lowest compared entry with this formula, charge and spin in eV: 0.0000
Max |F| in eV/Å: 1.06

```
! wB97M-V def2-TZVPD RIJCOSX def2/J DEFGRID3
* xyz 2 1
Cs 1.00 0.30 -2.46
N 4.65 -0.35 -1.41
C 5.46 0.72 -0.78
C 4.82 2.08 -1.04
C 3.59 2.30 -0.17
C 2.84 3.58 -0.49
N 2.23 3.51 -1.83
H 4.90 -1.24 -1.00
H 4.91 -0.41 -2.39
H 6.49 0.72 -1.13
H 5.47 0.53 0.30
H 4.56 2.14 -2.10
H 5.56 2.87 -0.84
H 3.91 2.34 0.88
H 2.91 1.45 -0.28
H 3.52 4.43 -0.39
H 2.03 3.72 0.23
H 2.95 3.67 -2.53
H 1.58 4.27 -1.95
C -4.76 -0.57 1.08
C -3.49 -0.01 0.93
C -2.47 -0.73 0.34
C -2.72 -2.03 -0.12
C -3.99 -2.59 0.02
C -5.00 -1.86 0.63
N -1.77 -2.82 -0.76
N -0.58 -2.50 -0.58
C 0.37 -3.34 -1.19
C 0.07 -4.58 -1.75
C 1.11 -5.36 -2.23
C 2.41 -4.89 -2.11
C 2.61 -3.64 -1.55
N 1.62 -2.87 -1.10
H -5.56 0.00 1.53
H -3.31 1.01 1.26
H -1.50 -0.30 0.17
H -4.16 -3.60 -0.33
H -5.99 -2.30 0.73
H -0.95 -4.91 -1.79
H 0.91 -6.33 -2.67
H 3.25 -5.48 -2.45
H 3.61 -3.23 -1.45
N 1.11 -0.11 4.80
C -0.23 0.11 4.16
C -0.01 0.72 2.76
N 0.87 -0.07 1.93
C 2.13 -0.39 2.57
C 1.96 -1.02 3.95
H 1.00 -0.50 5.73
H 1.59 0.79 4.89
H -0.82 0.78 4.79
H -0.73 -0.85 4.08
H 0.43 1.72 2.87
H -0.98 0.83 2.28
H 0.41 -0.91 1.57
H 2.71 0.54 2.67
H 2.70 -1.07 1.94
H 2.92 -1.16 4.44
H 1.45 -1.98 3.88
N -5.59 -0.05 -2.59
C -5.56 1.28 -2.33
O -6.54 1.98 -2.42
C -4.25 1.86 -1.88
C -4.29 3.08 -1.22
C -3.10 3.67 -0.81
C -1.92 3.01 -1.08
N -1.86 1.85 -1.73
C -3.01 1.30 -2.12
H -6.46 -0.43 -2.92
H -4.78 -0.65 -2.58
H -5.25 3.55 -1.05
H -3.11 4.63 -0.32
H -0.96 3.44 -0.78
H -2.91 0.36 -2.67
*
```